No. 1
57
Properties=species:S:1:pos:R:3:forces:R:3 method="wB97M-V/def2-TZVPD" homo_ev=-4.65 total_charge=-1 spin_multiplicity=1
O 2.00594 -1.08672 4.04609 0.133 0.022 -0.340
C 1.96998 0.09527 4.46037 -0.026 -0.707 -0.788
O 2.01997 0.50960 5.61051 -0.031 0.626 1.441
C 1.81225 1.16441 3.35465 0.414 -0.365 -0.691
N 0.47420 1.77277 3.38922 -0.614 0.120 0.735
C 0.21470 2.60822 4.50391 1.494 0.627 0.205
O 1.03362 3.30002 5.05385 -0.674 -0.471 -0.220
C -1.23143 2.68340 5.03336 0.389 -0.401 -1.603
F -1.25483 2.68246 6.33499 0.088 -0.242 1.702
F -1.70126 3.88708 4.63847 -0.500 0.776 -0.401
C -2.23058 1.62653 4.49372 0.466 -0.050 0.918
F -2.57635 1.96445 3.25116 -0.058 0.041 -1.099
F -3.33553 1.75108 5.23533 -0.777 0.254 0.481
C -1.76629 0.14410 4.62792 -0.162 0.175 -1.399
F -0.85392 0.07640 5.55900 1.160 0.165 1.198
F -2.81839 -0.56010 5.05978 -0.985 -0.532 0.118
C -1.24137 -0.63049 3.38986 1.050 -1.564 -0.221
O -0.86254 -1.76040 3.57298 -0.909 1.228 -0.167
O -1.25695 -0.10664 2.15463 -0.415 -0.412 -0.090
H 1.88214 0.62714 2.41868 -0.111 0.208 -0.224
H 2.61003 1.90017 3.37642 0.087 0.312 0.312
H 0.26805 2.27501 2.53378 -0.002 0.159 -0.119
H -1.04159 0.83018 2.15520 -0.074 0.171 0.326
C 3.08772 -0.81353 -0.80361 0.167 0.018 0.002
C 2.32424 -1.47342 0.34315 -0.060 0.134 -0.228
C 1.91393 -2.92599 0.06219 0.053 -0.026 0.352
O 0.81814 -3.08118 -0.82543 0.089 -0.109 -0.181
C 1.13436 -2.96791 -2.19537 -0.254 0.057 0.138
N 1.17995 -0.63511 0.70014 -0.005 -0.300 -0.287
H 2.42649 -0.49821 -1.61178 -0.060 -0.038 -0.006
H 3.59942 0.07988 -0.44478 -0.046 0.023 0.031
H 3.84238 -1.48606 -1.21978 -0.015 -0.004 -0.018
H 2.99442 -1.50005 1.20679 -0.095 -0.086 0.101
H 1.58584 -3.36833 1.00473 -0.064 0.056 -0.007
H 2.77045 -3.51840 -0.28993 0.029 0.063 -0.096
H 2.12520 -3.37552 -2.41963 0.051 0.055 0.004
H 1.07953 -1.92562 -2.52199 0.146 -0.016 -0.136
H 0.38965 -3.53180 -2.75856 -0.012 -0.020 0.028
H 0.74246 -1.01594 1.53229 0.132 0.013 0.242
H 0.47420 -0.75185 -0.02246 -0.015 0.053 -0.048
C -2.17998 1.83377 -4.58146 -0.035 0.171 -0.078
C -0.76842 1.25498 -4.60760 -0.254 -0.164 0.113
C -0.54741 0.19858 -5.70134 0.223 0.075 -0.031
O -1.11088 -1.07021 -5.43165 -0.079 0.044 -0.089
C -2.49554 -1.18784 -5.69599 0.078 -0.146 0.128
N -0.44154 0.74645 -3.27335 0.148 -0.104 -0.216
H -2.89349 1.15839 -4.11122 0.033 -0.074 -0.007
H -2.19327 2.75946 -4.00660 0.028 -0.031 0.047
H -2.53421 2.06127 -5.58961 -0.005 -0.022 -0.001
H -0.08390 2.07986 -4.82700 0.067 -0.043 -0.047
H 0.52821 0.02105 -5.78269 -0.006 -0.049 0.030
H -0.88535 0.56464 -6.68085 -0.100 0.034 0.031
H -2.79131 -0.59507 -6.56672 -0.008 0.057 0.013
H -3.09129 -0.89364 -4.82919 -0.081 0.083 -0.069
H -2.70350 -2.23773 -5.90192 0.053 -0.003 -0.014
H 0.53518 0.46514 -3.25800 0.025 0.113 0.118
H -0.95149 -0.12403 -3.14468 -0.068 0.045 0.109


No. 2
68
Properties=species:S:1:pos:R:3:forces:R:3 method="wB97M-V/def2-TZVPD" homo_ev=-11.51 de_lowest_kj_mol=130.6 total_charge=+1 spin_multiplicity=1
Hg 3.63005 17.08958 16.53191 0.637 -0.636 -0.533
C 6.70402 14.89917 14.70902 0.247 0.226 -0.262
C 5.64341 15.62999 15.47605 -0.426 -0.354 -0.087
O 4.86157 15.10030 16.30951 0.333 -0.360 -0.241
O 5.52463 16.86563 15.20172 -0.583 0.445 0.129
H 7.03526 13.95443 15.12531 0.005 0.173 0.369
H 7.50212 15.63012 14.58363 0.335 -0.346 0.088
H 6.36914 14.66829 13.69571 -0.340 0.185 0.064
C 9.61868 13.09333 16.46481 0.638 -0.915 0.123
O 10.04140 13.76216 15.28345 -0.460 0.341 -0.078
H 8.53626 13.00700 16.54722 -0.037 0.756 -0.181
H 9.92071 12.03761 16.43734 0.293 0.169 0.068
H 10.07287 13.57135 17.33500 -0.363 -0.091 0.197
H 11.00336 13.75026 15.26673 0.017 -0.123 -0.097
C 1.70274 15.12871 14.47937 0.109 0.261 -0.026
O 1.93439 16.49911 14.90740 -0.257 -0.014 -0.087
H 2.63603 14.59669 14.64169 -0.104 -0.118 0.098
H 0.87201 14.70056 15.03996 0.152 -0.090 0.093
H 1.46227 15.12298 13.41636 0.115 -0.018 0.007
H 1.15536 16.99725 14.63024 0.224 0.264 0.185
C 6.77259 16.74533 10.88743 0.406 -0.941 -0.726
O 7.12565 18.10321 10.81596 0.036 0.106 0.134
H 6.38622 16.42816 11.86074 -0.237 0.207 0.000
H 6.12442 16.42319 10.06317 -0.435 0.280 0.299
H 7.65983 16.13490 10.68682 0.196 0.345 0.297
H 6.33081 18.63004 10.69804 0.006 -0.008 0.010
C 2.39593 15.69593 19.26708 0.882 0.288 0.641
O 2.47393 15.51580 17.84843 -0.778 -0.023 0.457
H 3.38658 15.53661 19.71251 -0.153 -0.194 -0.068
H 2.15320 16.73594 19.48509 -0.331 -0.084 -0.240
H 1.68455 15.03757 19.75990 -0.159 -0.010 -0.277
H 2.49596 14.56846 17.65988 0.258 0.166 -0.222
C 10.26099 17.00447 16.91905 -0.261 0.929 -0.739
O 9.63544 16.76090 15.64043 0.379 -0.669 0.662
H 9.48627 17.06853 17.68656 0.191 -0.192 0.148
H 11.03447 16.27689 17.15951 -0.177 -0.170 0.045
H 10.74903 17.97910 16.83705 -0.016 -0.064 0.230
H 9.90182 15.85437 15.41635 -0.349 0.043 -0.301
C 6.15611 17.35902 18.69728 0.327 -0.335 -0.190
O 4.83453 17.86029 18.40492 -0.048 0.398 0.140
H 6.65404 17.13275 17.75723 -0.244 -0.137 -0.087
H 6.79235 18.09551 19.18586 -0.374 0.197 0.151
H 6.04910 16.46360 19.30642 0.229 -0.050 -0.013
H 4.46725 18.22768 19.21731 -0.082 0.075 -0.161
C 5.03199 11.84943 15.88969 0.074 -0.657 0.119
O 4.50025 10.54070 16.07601 0.023 0.109 0.218
H 4.81459 12.44854 16.77033 -0.264 0.025 -0.063
H 6.12212 11.81035 15.82043 0.022 0.126 -0.250
H 4.58437 12.27910 14.99447 0.204 0.391 0.038
H 4.99703 9.92728 15.52861 -0.047 -0.026 0.002
C 10.26733 16.29111 12.21373 -0.286 0.927 0.690
O 10.99305 17.09000 13.15330 0.176 -0.097 -0.275
H 9.24760 16.16686 12.59661 0.077 -0.502 -0.126
H 10.15385 16.83511 11.27205 0.264 -0.232 -0.118
H 10.79492 15.34593 12.10241 -0.210 -0.065 -0.223
H 10.37947 17.42653 13.81414 0.074 -0.075 0.048
C 7.53966 19.43933 14.54724 -0.748 0.096 -0.921
O 6.46198 19.47106 15.47989 0.127 0.110 0.382
H 7.97217 20.43571 14.48279 0.345 -0.141 0.487
H 8.24254 18.63518 14.76399 0.265 0.289 0.156
H 7.15042 19.27703 13.53183 0.028 -0.243 0.078
H 6.17586 18.55864 15.58808 0.083 0.044 -0.209
C 4.25630 13.12015 12.34721 -0.840 0.610 0.123
O 3.07264 13.21996 11.54892 0.366 -0.143 -0.150
H 4.41753 12.09754 12.68688 0.169 0.069 0.076
H 5.12393 13.48558 11.80033 -0.131 -0.169 -0.292
H 4.09732 13.81451 13.18234 0.439 -0.335 0.303
H 2.43892 12.58389 11.89144 -0.011 -0.025 -0.118


No. 3
79
Properties=species:S:1:pos:R:3:forces:R:3 method="wB97M-V/def2-TZVPD" homo_ev=-9.20 de_lowest_kj_mol=73.2 spin_multiplicity=1 smiles="COC[C@H](C)N.NC(N)=O.NC(N)=O.NC(N)=O.NC(N)=O.NC(N)=O.NC(N)=O.NC(N)=O.CO"
C -2.16806 4.31251 -3.50073 -0.717 -0.942 0.653
O -0.89615 3.79511 -3.24976 0.746 0.240 -0.055
C -0.60838 3.17954 -1.97827 -0.848 -1.180 -1.921
C -0.53691 4.18583 -0.87076 1.235 0.145 1.775
C 0.54681 5.26023 -1.14763 -1.044 -0.427 -0.025
N -0.09697 3.48310 0.42737 -1.090 -0.090 -1.300
H -2.41977 5.20482 -2.92427 0.163 0.231 -0.064
H -2.94015 3.55784 -3.26691 0.039 0.067 0.118
H -2.26081 4.48254 -4.56452 0.209 0.347 -0.212
H -1.38995 2.37909 -1.85155 0.473 0.660 0.494
H 0.33107 2.64578 -2.22846 -0.169 0.480 0.806
H -1.52826 4.61925 -0.69762 0.068 0.139 -0.248
H 0.33012 5.83594 -2.05394 -0.076 -0.031 0.242
H 1.47348 4.71596 -1.32456 0.215 0.212 0.258
H 0.58382 5.92421 -0.27031 0.331 -0.138 -0.389
H -0.26621 4.09666 1.22383 0.022 0.034 -0.297
H -0.75649 2.70076 0.54414 0.301 0.355 0.135
N 1.98235 -0.47893 -2.87860 -0.165 0.432 0.192
C 1.57900 -1.65000 -3.34135 0.890 -2.522 -2.294
N 0.72141 -2.50539 -2.68021 -0.851 0.201 0.508
O 2.08419 -2.11804 -4.37897 -0.078 0.731 0.408
H 2.33172 0.05148 -3.64468 0.583 0.774 0.002
H 1.52115 0.01072 -2.15207 -0.313 0.423 0.624
H -0.19127 -2.11453 -2.45585 0.082 0.145 0.386
H 0.61387 -3.24700 -3.36211 -0.129 -0.233 0.294
N 4.39944 1.00929 -0.26581 3.011 -1.682 -0.292
C 3.28278 1.61888 -0.56048 -1.358 0.584 4.459
N 2.48896 1.92305 0.55184 -0.515 0.231 -1.113
O 2.90955 1.90994 -1.64066 -1.090 0.843 -3.989
H 4.63991 0.64048 0.64093 -0.440 0.083 0.128
H 4.90235 0.63149 -1.05466 0.035 0.075 0.135
H 2.83147 1.90705 1.49390 0.365 -0.066 0.045
H 1.76556 2.59218 0.28831 -0.049 -0.070 0.601
N 3.31038 -1.73497 3.73758 -0.272 -1.537 1.194
C 2.85757 -0.54869 3.37561 0.923 2.830 -2.943
N 1.84706 0.14644 3.91706 -1.369 -0.664 1.249
O 3.46036 0.01026 2.41895 0.065 -0.351 0.630
H 3.79482 -2.07884 2.94830 0.875 -0.755 -0.485
H 2.84495 -2.43901 4.29118 -0.337 0.474 0.084
H 1.51356 0.88942 3.32166 0.321 -0.042 0.006
H 1.08759 -0.41703 4.28432 -0.022 0.043 0.448
N -3.38720 -2.83349 -3.61131 -1.621 -1.740 -2.119
C -2.82705 -2.88053 -2.44713 1.996 3.667 1.661
N -2.79462 -4.00612 -1.73658 0.557 -1.210 1.114
O -2.29105 -1.82663 -2.00929 -0.346 -1.054 0.363
H -3.68053 -3.69465 -4.00794 -0.417 -0.344 -0.607
H -3.54967 -1.99947 -4.11087 0.124 0.868 -0.189
H -3.10863 -4.91013 -2.04004 -0.077 0.072 -0.346
H -1.98076 -4.00927 -1.14077 -0.194 -0.204 0.284
N -4.45178 1.05459 2.17927 0.144 1.046 -0.255
C -3.64119 0.80763 1.08007 1.549 -1.469 -2.337
N -3.73298 -0.46424 0.54640 -0.555 0.510 0.940
O -2.80222 1.59221 0.61201 -1.302 -0.553 1.401
H -4.37215 2.05112 2.21014 -0.105 0.886 0.872
H -5.44330 0.86623 2.09666 0.102 -0.598 -0.194
H -3.11850 -0.73089 -0.20129 0.075 0.016 -0.509
H -4.53249 -1.04623 0.74727 0.231 0.042 -0.025
N -1.64761 -1.85980 3.14479 -0.050 -0.586 -0.200
C -1.41618 -1.36476 4.35207 -1.648 1.971 1.089
N -2.35779 -0.49905 4.89934 -0.259 0.093 -0.130
O -0.40864 -1.59044 4.96878 1.855 -0.504 0.688
H -0.78666 -2.03712 2.71087 0.856 -0.779 -1.179
H -2.49678 -1.82830 2.64668 -0.694 0.406 -0.502
H -1.93589 0.03848 5.63723 -0.053 -0.137 0.314
H -2.91962 0.09184 4.29889 0.040 -0.368 -0.247
N 3.66294 -3.68372 -0.71183 0.082 0.091 0.348
C 2.95068 -4.51553 0.08927 -0.381 -1.906 0.621
N 1.79866 -4.07197 0.67966 0.402 -0.752 0.055
O 3.34989 -5.67652 0.28207 -0.427 1.077 -0.012
H 3.19193 -2.98017 -1.24688 -0.138 0.204 -0.215
H 4.31586 -4.28624 -1.17191 0.485 0.330 -0.606
H 1.24006 -4.80196 1.10001 0.195 0.374 -0.037
H 1.43935 -3.15805 0.54706 -0.283 0.809 -0.138
C -0.07080 0.00388 0.69066 0.604 0.214 0.180
O 1.12944 -0.73689 0.93605 -1.140 -0.775 -0.520
H -0.10448 0.76442 1.46542 -0.558 0.297 0.089
H -0.05498 0.52543 -0.27169 0.008 -0.106 -0.039
H -0.97544 -0.61089 0.73402 0.465 -0.159 0.053
H 1.83426 -0.08022 0.93260 0.455 0.223 0.085


no.,gap between HOMO and LUMO (eV)
1,6.8
2,6.4
3,9.0